No. 1
This record from OMol25 describes a cluster of 4 separate species, C3H13O3S in total at a distorted geometry. The level of theory is ωB97M-V/def2-TZVPD.

Cartesian coordinates (Å):
C -0.80610 0.56015 -1.60041
C 0.08188 1.78597 -1.61992
C 1.01442 1.88057 -0.44007
S 0.14359 2.41006 1.07032
H -1.49686 0.55420 -2.45217
H -1.44333 0.47700 -0.72466
H -0.19566 -0.34079 -1.66546
H 0.63326 1.75491 -2.56235
H -0.48522 2.71372 -1.69466
H 1.85767 2.51451 -0.69963
H 1.46397 0.89517 -0.24614
H 0.78634 -4.51121 -1.70075
H -0.35664 -3.89363 -0.93076
O -0.13132 -4.70218 -1.42787
H -0.59274 -0.90094 3.06882
H -0.52006 0.50678 2.39488
O -0.63819 -0.45465 2.20914
H -0.13765 -1.86637 1.14048
H 0.71215 -1.87750 -0.13482
O 0.22284 -2.45861 0.45727

Computed properties:
- total charge = -1
- HOMO-LUMO gap (eV) = 6.316
- total energy (eV) = -20301.0995
- energy above the lowest of the compared OMol25 structures with the same formula, charge and spin (kcal per mole) = 14.13
- F_max (hartree/bohr) = 0.021

These are the Löwdin partial charges, in e, on atoms 1 to 2:
1. C -0.146
2. C -0.406

No. 2
This record from OMol25 describes an isolated molecule of C4H7NO4 at a distorted geometry. The level of theory is ωB97M-V/def2-TZVPD.

Cartesian coordinates (Å):
C 1.58294 0.23969 -1.33921
C 1.32089 -0.31350 -0.06790
O 2.18165 -0.69086 0.67991
C -0.26723 -0.36058 0.33438
C -0.64072 1.12452 0.53469
O -0.37298 -1.02118 1.54466
O -1.27875 -0.87773 -0.59563
N -2.79229 -1.04906 -0.35122
O -3.25915 -0.82894 0.68830
H 2.59486 0.72147 -1.43617
H 0.70831 0.83469 -1.58179
H 1.56203 -0.53260 -2.10364
H -1.47734 0.97531 1.08042
H -0.54850 1.57396 -0.41372
H 0.15273 1.34430 1.19285
H 0.53354 -1.13950 1.83406

Computed properties:
- HOMO-LUMO gap (eV) = 9.615
- total energy (eV) = -13937.0874
- SMILES = CC(=O)[C@](C)(O)ON=O
- energy above the lowest of the compared OMol25 structures with the same formula, charge and spin (kcal per mole) = 127.98
- F_max (hartree/bohr) = 0.080

These are the Löwdin partial charges, in e, on atoms 1 to 2:
1. C -0.007
2. C -0.385

No. 3
This record from OMol25 describes a cluster of 3 separate species, C3H2 in total at a distorted geometry. The level of theory is ωB97M-V/def2-TZVPD.

Cartesian coordinates (Å):
C -1.41834 0.39724 0.68601
C -2.18081 0.13920 -0.36829
C -0.34384 0.97449 1.12437
H 1.64575 -0.58987 -0.45621
H 2.29724 -0.92107 -0.98588

Computed properties:
- HOMO-LUMO gap (eV) = 9.834
- total energy (eV) = -3134.6928
- energy above the lowest of the compared OMol25 structures with the same formula, charge and spin (kcal per mole) = 76.62
- F_max (hartree/bohr) = 0.071

These are the Löwdin partial charges, in e, on atoms 1 to 2:
1. C -0.358
2. C 0.197

No. 4
This record from OMol25 describes the ion C6H11NO4P with charge -1 at a distorted geometry. The level of theory is ωB97M-V/def2-TZVPD.

Cartesian coordinates (Å):
C 4.34496 0.79848 -0.25945
C 3.29059 1.17471 -0.98816
C 0.55851 -0.57971 0.44434
C -2.21560 -1.98657 0.39673
C 1.84198 1.07916 -0.71411
C -2.01782 -0.48811 0.30993
N -0.93082 0.08936 0.12083
O -3.21216 1.94924 0.29535
O 0.79055 -1.45686 -0.37576
O -4.60018 -0.01975 -0.66490
O 1.34835 0.66022 0.53895
P -3.58427 0.45853 0.30628
H 5.30395 0.89821 -0.70136
H 4.43876 0.62146 0.76037
H 3.51408 1.16225 -2.00486
H -1.39959 -2.57816 0.09813
H -3.19796 -2.34319 0.01080
H -2.23061 -1.95807 1.55026
H 1.42644 0.29620 -1.47705
H 1.37484 1.99356 -0.94765
H 0.37553 -0.83352 1.56089
H -1.01590 1.12224 0.20044
H -4.20363 -0.05968 1.54001

Computed properties:
- total charge = -1
- HOMO-LUMO gap (eV) = 9.014
- total energy (eV) = -25369.6091
- energy above the lowest of the compared OMol25 structures with the same formula, charge and spin (kcal per mole) = 48.45
- F_max (hartree/bohr) = 0.071

These are the Löwdin partial charges, in e, on atoms 1 to 2:
1. C 0.014
2. C -0.146